{
  "formula": "C72H182N10O24",
  "method": "ωB97M-V/def2-TZVPD",
  "species": ["C", "C", "C", "O", "H", "H", "H", "H", "H", "H", "H", "H", "C", "C", "C", "O", "H", "H", "H", "H", "H", "H", "H", "H", "C", "C", "C", "O", "H", "H", "H", "H", "H", "H", "H", "H", "C", "C", "C", "O", "H", "H", "H", "H", "H", "H", "H", "H", "C", "O", "C", "C", "N", "C", "C", "O", "C", "H", "H", "H", "H", "H", "H", "H", "H", "H", "H", "H", "H", "H", "H", "H", "C", "O", "C", "C", "N", "C", "C", "O", "C", "H", "H", "H", "H", "H", "H", "H", "H", "H", "H", "H", "H", "H", "H", "H", "C", "O", "C", "C", "N", "C", "C", "O", "C", "H", "H", "H", "H", "H", "H", "H", "H", "H", "H", "H", "H", "H", "H", "H", "C", "O", "C", "C", "N", "C", "C", "O", "C", "H", "H", "H", "H", "H", "H", "H", "H", "H", "H", "H", "H", "H", "H", "H", "C", "O", "C", "C", "N", "C", "C", "O", "C", "H", "H", "H", "H", "H", "H", "H", "H", "H", "H", "H", "H", "H", "H", "H", "C", "O", "C", "C", "N", "C", "C", "O", "C", "H", "H", "H", "H", "H", "H", "H", "H", "H", "H", "H", "H", "H", "H", "H", "C", "O", "C", "C", "N", "C", "C", "O", "C", "H", "H", "H", "H", "H", "H", "H", "H", "H", "H", "H", "H", "H", "H", "H", "C", "O", "C", "C", "N", "C", "C", "O", "C", "H", "H", "H", "H", "H", "H", "H", "H", "H", "H", "H", "H", "H", "H", "H", "C", "O", "C", "C", "N", "C", "C", "O", "C", "H", "H", "H", "H", "H", "H", "H", "H", "H", "H", "H", "H", "H", "H", "H", "C", "O", "C", "C", "N", "C", "C", "O", "C", "H", "H", "H", "H", "H", "H", "H", "H", "H", "H", "H", "H", "H", "H", "H"],
  "xyz": [[-3.15740, -5.49601, -3.48357], [-3.88970, -5.42676, -2.13247], [-4.55443, -4.05040, -1.99997], [-4.93664, -6.38793, -2.21392], [-2.66680, -6.45124, -3.68972], [-2.42265, -4.71317, -3.68351], [-3.82054, -5.42661, -4.35393], [-3.13707, -5.67068, -1.38121], [-5.58090, -4.15315, -2.34510], [-4.05601, -3.22328, -2.50928], [-4.60138, -3.65550, -0.97866], [-5.58009, -6.20878, -1.52192], [6.01503, 4.25386, 4.00157], [5.87637, 3.51413, 2.68603], [6.85360, 2.31516, 2.72084], [4.61700, 2.88076, 2.55058], [5.78403, 3.64190, 4.88227], [5.34817, 5.10179, 4.17464], [7.06189, 4.53853, 4.11108], [6.27121, 4.20076, 1.92946], [7.86641, 2.68783, 2.88628], [6.80372, 1.80503, 1.75746], [6.49035, 1.56738, 3.42321], [4.28146, 2.82075, 1.63702], [2.57735, 2.10430, 5.05560], [1.26417, 1.60976, 5.69487], [1.13493, 1.96661, 7.15850], [0.21713, 2.16412, 4.84886], [3.04325, 2.94117, 5.58057], [2.45718, 2.33660, 3.99958], [3.33811, 1.31628, 5.06535], [1.19037, 0.54866, 5.45736], [0.98072, 3.01547, 7.40682], [2.12505, 1.73036, 7.56876], [0.43594, 1.34121, 7.71255], [0.45185, 3.08315, 4.68501], [-0.26632, -0.87681, -3.40988], [1.00663, -0.04404, -3.36523], [0.76780, 1.46402, -3.33287], [1.72388, -0.59695, -2.26151], [-0.96589, -0.58534, -2.62363], [0.05712, -1.91785, -3.37987], [-0.73987, -0.79431, -4.39123], [1.50332, -0.29025, -4.30559], [1.72192, 1.98086, -3.43747], [0.17152, 1.78972, -2.47995], [0.17253, 1.66352, -4.22844], [1.14051, -0.83748, -1.53163], [3.18846, -5.25114, 6.69884], [3.26942, -4.13066, 7.55206], [4.01721, -4.32499, 8.72269], [4.11553, -2.95701, 9.40692], [5.10010, -2.10183, 8.70545], [4.83809, -0.68288, 9.00560], [5.51140, 0.19288, 7.95008], [5.47459, -0.50648, 6.68902], [6.25420, 0.22466, 5.73132], [2.66932, -4.85061, 5.82937], [2.52275, -6.03067, 7.08875], [4.14893, -5.68870, 6.42518], [5.04925, -4.61718, 8.48405], [3.55176, -5.07652, 9.36941], [4.45629, -3.08016, 10.43438], [3.13124, -2.49161, 9.29782], [4.93523, -2.22253, 7.71179], [5.20457, -0.56981, 10.02536], [3.77415, -0.40888, 8.97290], [6.56012, 0.33859, 8.23245], [5.09287, 1.18032, 7.74394], [7.26506, 0.38317, 6.11933], [5.72744, 1.17299, 5.60801], [6.36271, -0.39249, 4.84339], [-8.13060, -0.91705, 1.15984], [-8.12698, -1.48366, -0.13374], [-7.86953, -0.54476, -1.16500], [-8.29739, -1.04014, -2.52224], [-7.35308, -1.90313, -3.24433], [-7.89970, -2.40229, -4.49868], [-8.15310, -1.40585, -5.60615], [-8.34612, -2.05433, -6.83857], [-8.92376, -1.23900, -7.82139], [-8.27128, 0.16990, 1.19475], [-7.21209, -1.03059, 1.74432], [-8.97909, -1.40971, 1.63383], [-6.82384, -0.21245, -1.20260], [-8.40982, 0.38624, -0.95615], [-8.17167, -0.08531, -3.05060], [-9.29304, -1.49202, -2.57795], [-7.22772, -2.75748, -2.71014], [-8.80318, -2.99817, -4.29762], [-7.16551, -3.11073, -4.89785], [-7.29106, -0.73447, -5.72273], [-9.00968, -0.78493, -5.31283], [-8.32131, -0.34004, -7.99821], [-9.95399, -0.94443, -7.60213], [-8.92558, -1.80189, -8.75396], [5.83860, 4.39184, -2.56651], [6.15792, 3.94683, -1.25977], [5.52683, 2.71935, -0.93085], [3.98658, 2.78888, -0.96277], [3.45011, 3.74766, 0.00442], [2.00206, 3.76811, -0.08012], [1.33729, 4.63680, -1.16176], [1.91296, 5.92457, -1.03562], [1.40811, 6.81317, -2.01456], [6.03640, 3.56684, -3.25878], [6.38311, 5.29139, -2.83868], [4.77950, 4.65234, -2.66711], [5.89813, 2.41636, 0.04281], [5.86048, 1.99055, -1.67900], [3.53412, 1.81221, -0.77949], [3.71277, 3.00991, -2.00396], [3.88119, 4.64150, -0.21355], [1.57928, 3.91861, 0.91537], [1.64385, 2.78721, -0.41214], [0.24318, 4.62528, -1.13097], [1.58940, 4.20462, -2.14223], [1.66088, 6.46446, -3.02067], [1.85667, 7.78962, -1.83206], [0.33760, 7.04495, -2.06494], [7.94146, -3.64337, 5.75042], [8.40735, -3.71989, 4.39197], [9.59337, -4.45049, 4.24224], [10.09605, -4.18351, 2.83441], [10.98652, -3.03257, 2.71031], [10.87776, -2.34414, 1.44030], [9.49518, -1.90207, 0.89652], [8.90048, -0.96453, 1.75810], [7.58486, -1.31328, 2.15266], [8.71059, -3.39176, 6.48116], [7.59999, -4.67726, 5.86691], [7.10299, -2.96051, 5.86601], [9.50583, -5.52915, 4.42863], [10.43344, -4.18186, 4.90099], [9.31451, -4.20984, 2.07106], [10.70963, -5.05657, 2.56213], [10.76412, -2.37038, 3.44705], [11.38334, -2.87410, 0.62363], [11.49452, -1.44089, 1.47763], [8.92820, -2.78791, 0.59892], [9.74070, -1.43522, -0.06661], [7.35610, -2.32785, 2.48770], [6.84307, -0.97233, 1.42106], [7.48671, -0.69866, 3.05502], [-9.13629, 10.65736, -3.47966], [-8.82524, 9.31262, -3.77221], [-9.96304, 8.48404, -3.99285], [-9.62817, 7.02694, -4.20062], [-8.83322, 6.49096, -3.06979], [-8.09283, 5.33057, -3.48490], [-7.64494, 4.47507, -2.28385], [-6.24617, 4.27546, -2.34218], [-5.77833, 3.30240, -1.43706], [-10.19199, 10.91938, -3.58664], [-8.59860, 11.33178, -4.14700], [-8.83543, 10.85427, -2.44956], [-10.47027, 8.81850, -4.90245], [-10.57545, 8.58403, -3.09032], [-9.00040, 6.97494, -5.10546], [-10.53210, 6.46043, -4.43008], [-8.37013, 7.34312, -2.77727], [-7.23328, 5.58874, -4.12543], [-8.67872, 4.74065, -4.19255], [-8.15172, 3.52273, -2.50035], [-8.04963, 4.78747, -1.32134], [-6.12915, 2.32168, -1.77972], [-6.07921, 3.50766, -0.40505], [-4.69011, 3.30747, -1.50708], [3.71131, -1.60451, 2.86238], [3.39918, -1.64997, 1.48075], [3.26109, -0.36641, 0.84449], [1.91572, 0.18613, 1.25780], [0.77722, -0.59057, 0.80568], [-0.50576, 0.12687, 0.70825], [-1.78023, -0.68849, 0.66169], [-2.71533, 0.29713, 0.12893], [-4.04641, -0.17804, 0.15069], [3.44146, -0.76587, 3.51393], [4.80786, -1.54003, 2.87968], [3.36088, -2.51125, 3.35129], [3.30417, -0.57635, -0.22349], [4.02874, 0.35582, 1.14251], [1.82093, 1.13201, 0.70278], [1.90591, 0.57876, 2.28218], [0.60700, -1.20275, 1.60474], [-0.45035, 0.95640, 0.00245], [-0.66547, 0.68877, 1.64468], [-2.26416, -0.87917, 1.62473], [-1.76378, -1.61711, 0.08267], [-4.63983, 0.42448, -0.54272], [-4.48649, -0.10015, 1.15068], [-4.06480, -1.18480, -0.28474], [-4.38433, 2.18665, -4.65209], [-5.24391, 1.18312, -4.11524], [-4.45333, 0.03946, -3.74037], [-4.08402, -0.95929, -4.82773], [-2.88021, -0.53137, -5.59250], [-2.80363, -1.26884, -6.90419], [-3.70112, -0.53272, -7.89873], [-3.21398, 0.77947, -8.12714], [-4.11769, 1.62944, -8.81140], [-4.80128, 3.19018, -4.58037], [-3.98986, 1.92950, -5.63556], [-3.48548, 2.26551, -4.02281], [-5.21030, -0.48341, -3.14319], [-3.70062, 0.33591, -3.00522], [-4.94493, -1.12732, -5.48207], [-3.77302, -1.91818, -4.40800], [-3.11605, 0.39230, -5.93555], [-3.26174, -2.26031, -6.86991], [-1.75579, -1.35362, -7.18129], [-4.71605, -0.49358, -7.48296], [-3.86200, -1.07914, -8.83660], [-3.85979, 1.78467, -9.86195], [-3.86807, 2.62361, -8.41596], [-5.15160, 1.41523, -8.54395], [-5.05258, 4.89086, 3.38724], [-5.29925, 3.58628, 3.83980], [-6.35707, 2.91073, 3.15938], [-6.65416, 1.70499, 4.03288], [-5.66850, 0.65566, 3.76542], [-5.78156, -0.64094, 4.42658], [-4.35739, -1.19511, 4.60552], [-3.45819, -0.19951, 4.96874], [-2.15204, -0.64677, 5.28308], [-4.55076, 5.01269, 2.42141], [-4.28395, 5.30765, 4.04740], [-5.95335, 5.49286, 3.53265], [-6.06604, 2.68809, 2.13111], [-7.23189, 3.57240, 3.14392], [-7.59953, 1.18901, 3.85564], [-6.52176, 2.06468, 5.05907], [-4.75215, 0.93396, 4.10768], [-6.34876, -1.35060, 3.81069], [-6.37296, -0.63462, 5.35472], [-4.05517, -1.61325, 3.63321], [-4.37221, -2.02349, 5.32477], [-1.90528, -1.45445, 4.58804], [-2.02041, -0.98877, 6.31194], [-1.47623, 0.19202, 5.13419], [4.53093, -2.60656, -3.36203], [5.43875, -1.64259, -3.87860], [5.02995, -0.31397, -3.58256], [4.44387, 0.32922, -4.84846], [5.17079, -0.00246, -6.04539], [4.68752, 0.69898, -7.24497], [3.79445, -0.29116, -7.97805], [4.59003, -1.40720, -8.38019], [3.87693, -2.60120, -8.56440], [4.93523, -3.59475, -3.58818], [3.60632, -2.60511, -3.95462], [4.37636, -2.41017, -2.30182], [5.90054, 0.28188, -3.30312], [4.27765, -0.24234, -2.79246], [4.43911, 1.40570, -4.64180], [3.38456, 0.06124, -4.98305], [5.43451, -0.95688, -6.20669], [5.56206, 0.96164, -7.83974], [4.09276, 1.57120, -6.98251], [3.38859, 0.11862, -8.91635], [2.91185, -0.63672, -7.43022], [2.91401, -2.51316, -9.07731], [3.75432, -3.12142, -7.60842], [4.49057, -3.23230, -9.21016], [-2.45428, -4.38567, 2.89819], [-2.29777, -4.87050, 1.58697], [-0.96512, -5.23553, 1.24674], [-0.01903, -4.03910, 1.28449], [1.39969, -4.38283, 1.14822], [1.92850, -4.95472, 2.38310], [3.44358, -5.10394, 2.24867], [3.98426, -5.46459, 3.52217], [5.40350, -5.54005, 3.60475], [-1.66186, -4.72899, 3.57304], [-3.28015, -4.97057, 3.32736], [-2.71745, -3.33935, 3.04683], [-1.03413, -5.57193, 0.21292], [-0.61408, -6.08737, 1.83281], [-0.12775, -3.40255, 2.17689], [-0.17288, -3.35333, 0.44588], [1.95289, -3.59969, 0.82544], [1.56465, -5.97350, 2.52053], [1.72437, -4.35276, 3.27823], [3.86822, -4.17502, 1.85267], [3.79326, -5.98471, 1.69553], [5.83510, -6.39957, 3.08133], [5.44300, -5.62743, 4.68830], [5.90721, -4.65195, 3.21424]],
  "mulliken_charge": [-1.495, 1.127, -0.870, -0.627, 0.387, 0.258, 0.348, -0.051, 0.418, -0.126, 0.263, 0.336, -1.511, 0.841, -0.670, -0.155, 0.124, 0.402, 0.434, 0.224, 0.542, 0.142, -0.194, -0.168, -0.710, 0.927, -1.328, -0.532, 0.513, 0.092, -0.271, 0.202, 0.317, 0.210, 0.312, 0.276, -1.498, 1.420, -1.401, 0.155, 0.140, 0.400, 0.394, -0.406, 0.136, 0.171, 0.604, -0.337, -0.484, -0.211, -0.639, -0.627, -0.371, -0.669, -0.683, -0.040, -0.660, 0.002, 0.337, 0.213, 0.275, 0.456, 0.410, 0.370, 0.259, 0.358, 0.280, 0.428, 0.331, 0.306, 0.225, 0.063, -0.708, -0.421, -0.081, -0.993, 0.210, -1.009, -0.027, -0.391, -0.695, 0.309, 0.159, 0.347, -0.100, 0.486, 0.472, 0.436, 0.080, 0.453, 0.378, -0.023, 0.429, 0.232, 0.300, 0.283, -0.485, -0.445, 0.692, 0.794, 0.174, 0.014, -0.768, -0.337, -0.840, 0.249, 0.300, 0.147, -0.878, 0.252, -1.083, 0.319, 0.401, 0.493, -0.476, 0.633, 0.094, 0.325, 0.280, 0.314, -0.857, 0.045, -0.897, -0.326, -0.317, -1.058, -0.572, -0.384, -0.539, 0.347, 0.362, 0.083, 0.437, 0.375, 0.151, 0.373, 0.311, 0.388, 0.392, 0.362, 0.465, 0.177, 0.442, 0.137, -0.758, -0.356, -0.573, -0.570, -0.387, -0.871, -0.144, -0.492, -0.409, 0.353, 0.239, 0.258, 0.390, 0.380, 0.342, 0.356, 0.277, 0.387, 0.422, 0.020, 0.393, 0.075, 0.484, 0.194, -0.149, -0.212, 1.092, -0.405, 1.226, -1.321, -0.241, -0.311, 0.391, -0.010, -0.117, 0.081, -0.893, 0.010, -0.687, 0.606, -0.029, 0.668, 0.224, 0.172, 0.290, -0.645, 0.112, 0.153, -0.787, -0.242, 0.353, -0.035, 0.119, -0.901, -0.132, -0.367, -0.722, 0.280, 0.172, 0.335, -0.472, 0.318, -0.170, 0.039, 0.062, 0.397, 0.348, -0.007, 0.550, 0.303, 0.234, 0.271, -0.789, -0.327, -0.222, -0.981, 0.259, -1.216, 0.260, -0.495, -0.375, 0.257, 0.264, 0.334, -0.120, 0.620, 0.498, 0.366, 0.320, 0.269, 0.407, -0.258, 0.495, 0.133, 0.284, 0.025, -0.307, -0.514, 0.734, 0.111, -0.263, -0.744, -0.401, -0.355, -0.717, 0.372, 0.158, 0.039, 0.141, -0.472, 0.043, -0.277, 0.329, 0.369, 0.334, 0.435, 0.226, 0.313, 0.244, 0.268, -0.910, -0.359, -0.600, 0.461, -0.301, -0.381, -0.273, -0.188, -0.244, 0.351, 0.388, 0.253, 0.305, 0.309, 0.001, -0.079, 0.161, 0.314, 0.151, -0.122, 0.504, 0.312, -0.065, 0.090],
  "relative_energy_kcal_mol": 124.81,
  "lumo_ev": 0.42,
  "total_charge": 0,
  "homo_lumo_gap_ev": 8.40
}